1.
This record from OMol25 describes a structure of composition C29H43N2O4SeW. The level of theory is ωB97M-V/def2-TZVPD.

Computed properties:
- <S²> = 2.01
- LUMO level (spin up / spin down) (eV) = -4.32 / -4.27
- charge = +1
- multiplicity = 3
- gap between HOMO and LUMO (spin up / spin down) (hartree) = 0.2518 / 0.2582
- relative energy (zero: lowest compared OMol25 entry of this formula, charge and spin) (eV) = 0.599
- strongest force on any atom (eV Å⁻¹) = 0.6
- electronic energy (a.u.) = -4009.6626

Positions of all 80 atoms, in Å:
W  -0.7591  -0.9818  -2.7184
C  4.5182  -3.1738  2.9274
C  3.0374  -2.7978  2.9693
C  2.2426  -4.0063  3.4826
C  2.8634  -1.6212  3.9393
C  2.5057  -2.3951  1.5963
C  1.1773  -2.0049  1.4611
C  0.6811  -1.6186  0.2290
Se  -1.2201  -1.4001  0.0849
C  -1.6202  0.4582  0.2674
C  -2.0594  0.9634  1.4824
C  -2.5153  2.2741  1.5615
C  -2.5487  3.0265  0.3873
C  -2.1306  2.5640  -0.8589
C  -1.6480  1.2576  -0.8720
O  -1.1371  0.6903  -2.0180
C  -2.1864  3.4252  -2.1219
C  -0.7695  3.6319  -2.6758
C  -2.7873  4.8032  -1.8401
C  -3.0723  2.7392  -3.1750
C  -2.9795  2.9058  2.8722
C  -2.8762  1.9315  4.0449
C  -4.4424  3.3492  2.7340
C  -2.1004  4.1276  3.1753
C  1.5031  -1.6209  -0.9024
O  1.0192  -1.1780  -2.1150
C  2.8297  -2.0486  -0.8211
C  3.2845  -2.4216  0.4461
C  3.7488  -2.1024  -2.0458
C  5.1394  -2.6292  -1.6815
C  3.9338  -0.6948  -2.6333
C  3.1629  -3.0569  -3.0987
H  4.8488  -3.4391  3.9319
H  4.7038  -4.0359  2.2842
H  5.1402  -2.3452  2.5841
H  2.6125  -4.3055  4.4645
H  1.1803  -3.7807  3.5849
H  2.3439  -4.8572  2.8072
H  3.2389  -1.8928  4.9270
H  3.4150  -0.7449  3.5946
H  1.8156  -1.3389  4.0516
H  0.5153  -2.0154  2.3173
H  -2.0445  0.3291  2.3566
H  -2.9228  4.0369  0.4526
H  -0.1402  4.1349  -1.9404
H  -0.2891  2.6934  -2.9493
H  -0.8119  4.2604  -3.5667
H  -2.1911  5.3675  -1.1224
H  -2.8073  5.3740  -2.7686
H  -3.8117  4.7387  -1.4697
H  -2.6376  1.7968  -3.5129
H  -4.0725  2.5511  -2.7778
H  -3.1774  3.3805  -4.0510
H  -3.5068  1.0519  3.9022
H  -1.8492  1.6010  4.2105
H  -3.2104  2.4275  4.9560
H  -5.0917  2.5022  2.5067
H  -4.7835  3.7972  3.6682
H  -4.5677  4.0940  1.9472
H  -1.0506  3.8449  3.2671
H  -2.1797  4.8869  2.3964
H  -2.4130  4.5856  4.1147
H  4.3068  -2.7498  0.5335
H  5.6509  -1.9861  -0.9638
H  5.1045  -3.6433  -1.2802
H  5.7467  -2.6567  -2.5865
H  4.3552  -0.0192  -1.8868
H  4.6314  -0.7411  -3.4714
H  3.0011  -0.2684  -2.9948
H  3.0611  -4.0642  -2.6913
H  2.1869  -2.7332  -3.4551
H  3.8336  -3.1091  -3.9578
N  -2.9786  -1.2072  -3.3117
N  -3.2938  -2.5278  -2.9100
C  -2.2586  -3.4586  -3.0074
O  -2.3907  -4.6311  -2.9128
O  -1.0569  -2.8251  -3.1691
H  -3.5292  -0.5531  -2.7581
H  -3.2009  -1.0517  -4.2955
H  -4.2197  -2.8684  -3.1310

Forces on atoms 1 to 2 (eV/Å):
0.3485 -0.2893 0.1374
0.0230 -0.0109 0.0058

Here are the Löwdin charges for atoms 1 to 8, given in e:
1 W 1.673
2 C -0.059
3 C -0.556
4 C -0.038
5 C -0.041
6 C -0.146
7 C -0.062
8 C -0.388

2.
This record from OMol25 describes a structure of composition C29H44BF4N12Sc. The level of theory is ωB97M-V/def2-TZVPD.

Computed properties:
- LUMO level (eV) = -5.09
- charge = +2
- gap between HOMO and LUMO (hartree) = 0.2915
- relative energy (zero: lowest compared OMol25 entry of this formula, charge and spin) (eV) = 0.632
- strongest force on any atom (eV Å⁻¹) = 1.1
- electronic energy (a.u.) = -2973.5032

Positions of all 91 atoms, in Å:
Sc  -0.4601  0.9582  -0.1002
C  -0.3672  0.7214  4.8375
N  -1.6835  0.5502  4.2202
C  -2.7605  0.2090  5.1573
C  -1.7837  0.5466  2.8839
N  -0.7723  0.5100  2.0680
N  -3.0764  0.6055  2.3848
C  -3.4876  0.5987  1.0678
N  -4.8217  0.7039  0.9212
N  -2.6683  0.4870  0.0730
H  -0.5151  1.0898  5.8485
H  0.2272  1.4593  4.3022
H  0.1790  -0.2240  4.8914
H  -2.9721  1.0513  5.8148
H  -2.4477  -0.6375  5.7685
H  -3.6799  -0.0914  4.6611
H  0.1051  0.4676  2.5712
H  -3.7891  0.8097  3.0569
H  -5.4445  0.8315  1.6981
H  -5.2185  0.8113  0.0051
H  -3.1771  0.4972  -0.8021
C  -1.1263  5.3333  0.2080
C  -0.6323  5.7821  -1.0091
C  -0.3305  4.8678  -2.0067
C  -0.5174  3.5030  -1.7826
C  -0.9592  3.0295  -0.5420
C  -1.2648  3.9702  0.4343
C  -0.3316  2.5003  -2.8524
C  -0.2277  2.8659  -4.2164
C  -0.1588  1.9100  -5.1780
C  -0.1941  0.5393  -4.8170
C  -0.1546  -0.5167  -5.7574
C  -0.1892  -1.8193  -5.3461
C  -0.2691  -2.1199  -3.9694
C  -0.3141  -1.1127  -3.0455
C  -0.2811  0.2402  -3.4485
N  -0.3313  1.2203  -2.4884
H  -1.3794  6.0449  0.9849
H  -0.4830  6.8407  -1.1831
H  0.0568  5.2318  -2.9508
H  -1.5983  3.6461  1.4147
H  -0.2304  3.9110  -4.4894
H  -0.0937  2.1850  -6.2256
H  -0.1013  -0.2699  -6.8130
H  -0.1629  -2.6244  -6.0713
H  -0.2982  -3.1579  -3.6537
H  -0.3960  -1.3100  -1.9850
C  -1.6185  -2.6559  0.2088
N  -1.9152  -4.0503  0.4876
C  -1.0512  -4.8929  -0.3453
N  0.3720  -4.6281  -0.0879
C  0.6380  -3.2256  -0.3631
N  -0.1915  -2.2966  0.4507
C  0.0744  -2.6315  1.8763
N  -0.1892  -4.0248  2.1958
C  -1.5989  -4.3155  1.8979
C  0.6432  -4.8757  1.3354
H  -2.2292  -2.0322  0.8596
H  -1.8795  -2.4332  -0.8276
H  -1.2674  -4.6985  -1.3975
H  -1.2630  -5.9408  -0.1360
H  0.4660  -3.0353  -1.4193
H  1.6906  -3.0362  -0.1391
H  -0.5619  -2.0003  2.4959
H  1.1193  -2.4048  2.1052
H  -2.2379  -3.6990  2.5324
H  -1.7987  -5.3632  2.1166
H  0.4421  -5.9212  1.5623
H  1.6972  -4.6747  1.5382
N  4.7126  1.0099  -0.2821
C  4.1371  1.1657  -1.6666
C  2.6251  1.1342  -1.5423
N  2.0871  -0.0353  -0.8133
C  2.8230  -0.3612  0.4198
C  4.3350  -0.3399  0.2716
H  4.2952  1.7349  0.3258
H  5.7199  1.1460  -0.2818
H  4.5222  0.3492  -2.2713
H  4.4717  2.1123  -2.0860
H  2.1910  1.1558  -2.5388
H  2.3124  2.0406  -1.0286
H  2.0961  -0.8410  -1.4301
H  2.5172  -1.3436  0.7692
H  2.5538  0.3462  1.1972
H  4.6937  -1.0906  -0.4299
H  4.8245  -0.4823  1.2317
F  1.5582  3.7714  2.0977
B  2.0986  2.5668  1.8057
F  3.3405  2.6294  1.1104
F  2.1550  1.6498  2.8572
F  1.1718  1.8719  0.7983

Forces on atoms 1 to 2 (eV/Å):
-0.2073 -0.1903 -0.1575
-0.0585 -0.0514 0.0147

Here are the Löwdin charges for atoms 1 to 8, given in e:
1 Sc 1.096
2 C -0.006
3 N -0.123
4 C -0.009
5 C -0.393
6 N 0.087
7 N 0.175
8 C -0.463

Question: The lowest strongest force on any atom belongs to which entry?
Answer: C29H43N2O4SeW

Question: The lowest relative energy (zero: lowest compared OMol25 entry of this formula, charge and spin) belongs to which entry?
Answer: C29H43N2O4SeW